Record 1
The following is a quantum chemistry calculation of a cluster of 3 separate species, C15H28Br2O9P2S2 in total at a distorted geometry, from OMol25.

Structure (XYZ):
```
58
Properties=species:S:1:pos:R:3:forces:R:3:nbo_charge:R:1
C 1.80141 3.53752 0.87754 0.4 0.0 0.8 -0.262
O 1.86653 2.10958 0.97962 -0.7 0.3 -0.4 -0.560
C 1.13708 1.50101 -0.06669 1.1 0.0 0.0 -0.076
C 1.04891 -0.03838 0.15363 -0.4 0.1 -1.4 -0.350
P 2.10276 -0.70517 1.55297 -0.2 -0.5 1.4 0.867
S 1.12888 -1.21204 3.15257 -0.1 0.0 -0.1 -0.544
C 1.52732 -0.74415 -1.17210 0.1 0.0 0.4 -0.337
C 3.02903 -0.69742 -1.47011 -1.1 -0.2 0.2 -0.124
Br 4.23041 0.65066 -0.80806 -0.6 -0.2 -0.1 0.095
C 3.56568 -1.60957 -2.25637 1.6 -0.1 -0.7 -0.059
C 5.04713 -1.58312 -2.62871 -0.8 -1.1 -0.8 -0.667
Br 2.56971 -3.05608 -3.01518 0.2 0.3 0.3 0.089
C 0.79287 -0.25440 -2.44630 0.7 0.2 -0.5 -0.096
O -0.56611 0.19447 -2.22830 -0.2 0.2 1.2 -0.699
S -1.30146 -0.78959 -1.20012 -0.9 -2.1 -0.3 2.380
O -1.08080 -2.12873 -1.64531 1.6 -0.3 0.0 -0.954
O -2.68789 -0.54217 -1.09303 -0.5 2.0 0.2 -0.888
C -0.44935 -0.53038 0.39643 1.1 1.3 -0.4 -0.870
P -1.47120 0.54361 1.53394 -1.5 1.0 2.2 2.333
O -2.37431 -0.24841 2.33831 -0.4 -1.4 0.2 -1.075
O -0.57505 1.45535 2.55305 -0.3 0.1 -1.8 -0.969
O -2.40931 1.61805 0.72276 2.2 -0.4 -0.5 -0.947
H 1.29392 3.89508 -0.02666 0.0 -0.2 0.2 0.177
H 2.82697 3.93111 0.88439 -0.2 -0.1 -0.1 0.190
H 1.28834 3.90269 1.77742 0.0 0.1 -0.3 0.211
H 1.72576 1.70206 -0.97956 -0.4 -0.2 0.0 0.184
H 0.16072 1.98419 -0.23620 0.1 -0.3 0.3 0.174
H 3.17415 0.15697 1.85543 -0.2 -0.1 -0.6 0.027
H 2.69969 -1.87563 1.00894 0.1 0.6 -0.4 -0.022
H 1.27540 -1.80970 -1.05788 0.2 0.3 0.0 0.277
H 5.36510 -0.60342 -2.98808 0.0 -0.1 0.4 0.238
H 5.18525 -2.27685 -3.46813 0.1 0.1 0.3 0.233
H 5.62854 -1.96508 -1.78328 0.1 0.4 -0.2 0.240
H 0.74686 -1.02844 -3.21728 0.1 -0.1 0.4 0.233
H 1.36327 0.57129 -2.88793 -0.5 0.2 0.2 0.209
H -0.44776 -1.52786 0.85990 -0.2 0.3 0.0 0.337
H -0.97872 2.34734 2.58109 0.4 -0.2 0.0 0.519
H -1.99664 1.75883 -0.14900 -0.7 0.4 0.1 0.485
C -2.28309 4.58053 5.04942 0.2 -0.2 -0.1 -0.724
C -2.02151 5.35281 3.78143 0.1 -0.1 0.0 0.609
O -1.15754 5.01349 3.00130 0.0 -0.1 -0.1 -0.574
C -2.87907 6.56510 3.52290 0.2 0.0 -0.3 -0.722
H -1.59742 3.73664 5.10826 0.0 0.0 0.0 0.239
H -2.12409 5.22349 5.91656 -0.2 0.0 0.0 0.233
H -3.30649 4.20203 5.05106 0.0 0.1 0.1 0.238
H -2.74607 7.29361 4.32428 -0.2 -0.1 0.1 0.232
H -3.92795 6.27173 3.45866 0.0 0.1 0.2 0.236
H -2.58386 7.02228 2.58017 0.0 0.0 0.0 0.235
C -1.76309 -4.97434 -2.59264 0.2 -0.2 0.2 -0.719
C -1.83985 -6.46361 -2.36463 0.1 0.0 0.1 0.593
O -1.21444 -7.00124 -1.47945 0.0 0.0 -0.1 -0.544
C -2.73203 -7.25753 -3.28977 0.1 -0.2 0.2 -0.721
H -1.09226 -4.53083 -1.86269 0.0 0.0 0.0 0.247
H -1.37785 -4.77065 -3.59389 -0.2 0.1 -0.1 0.221
H -2.75122 -4.52663 -2.47650 0.0 0.1 -0.2 0.235
H -2.38970 -7.15093 -4.32059 -0.1 0.1 0.0 0.225
H -3.76260 -6.90922 -3.20365 0.0 0.1 -0.2 0.229
H -2.69295 -8.30996 -3.01393 0.0 0.0 0.0 0.233
```
Forces are in eV/Å.

The value obtained for the HOMO energy is -8.662 eV. As for the SMILES: COC[C@]1([PH2]=S)[C@H](/C(Br)=C(/C)Br)COS(=O)(=O)[C@@H]1P(=O)(O)O.CC(C)=O.CC(C)=O.



Record 2
The following is a quantum chemistry calculation of a cluster of 6 separate species, C15H28F7INO23P2S5 in total at a distorted geometry, from OMol25.

Structure (XYZ):
```
82
Properties=species:S:1:pos:R:3:forces:R:3:mulliken_charge:R:1
N 2.71697 -2.46294 4.99857 -0.1 0.3 -0.2 -0.964
P 2.88233 -2.72221 3.23892 -0.7 -0.5 0.4 0.516
C 4.82293 -2.73361 3.40314 0.2 -0.1 0.3 0.351
F 5.40400 -1.51660 3.72117 -0.2 -0.5 -0.1 -0.334
F 5.21282 -3.59562 4.42679 0.0 0.3 -0.4 -0.307
C 5.62148 -3.26249 2.17957 0.5 0.1 0.2 0.638
F 6.96089 -3.13902 2.46314 -0.3 -0.1 0.0 -0.337
F 5.38171 -4.57704 1.97869 -0.1 0.3 0.0 -0.300
C 5.43134 -2.52847 0.80813 0.0 -0.1 -0.1 0.568
F 4.56180 -3.14488 0.00877 -0.1 0.0 0.1 -0.217
F 5.06745 -1.25775 0.94899 0.0 0.0 0.0 -0.247
F 6.60363 -2.52251 0.12612 0.1 0.0 0.0 -0.316
O 1.14407 -2.70701 2.98117 0.2 0.1 -0.1 -0.585
C 0.68336 -1.46353 2.49153 0.2 0.0 0.7 0.184
C 1.92835 -0.79221 1.93740 -0.3 0.2 0.1 0.780
P 1.73768 0.94380 1.39479 0.5 0.3 -0.1 -0.177
O 0.09945 0.95179 1.15104 -0.1 0.1 -0.4 -0.288
I 1.97613 2.17948 3.50618 -0.2 -0.1 0.1 -0.261
O 2.88765 -0.97280 2.92109 0.4 -0.2 -0.6 -0.527
H 3.56264 -2.07144 5.40208 0.0 0.0 0.0 0.270
H 2.00026 -1.75740 5.14879 0.0 -0.1 0.0 0.319
H 2.86769 -4.13277 3.43034 0.1 0.0 0.0 0.072
H 3.04336 -2.95609 1.82513 0.2 0.3 0.0 0.013
H 0.37164 -0.85640 3.36201 -0.3 0.0 -0.3 0.233
H -0.13317 -1.53400 1.76638 0.3 -0.3 0.2 -0.380
H 2.19821 -1.28501 0.98026 0.1 0.0 0.1 -0.111
H -0.02061 0.99550 0.18694 -0.1 0.0 0.2 0.235
C 2.40791 -0.78996 -3.87531 0.0 0.2 0.0 -0.336
C 3.25088 -0.66022 -2.62492 0.2 -0.3 0.1 -0.023
O 2.28873 -0.29095 -1.61800 0.0 0.2 -0.1 -0.185
S 0.90707 -1.00857 -1.89233 0.1 -0.2 -0.1 1.188
O 0.80077 -2.19380 -1.12670 -0.2 0.0 -0.1 -0.619
O -0.11427 -0.01314 -1.83758 0.0 0.1 0.1 -0.506
O 1.18887 -1.40848 -3.41222 0.1 0.0 0.0 -0.377
H 2.16807 0.18312 -4.30604 0.0 0.0 0.0 0.309
H 2.85980 -1.42752 -4.62909 -0.1 -0.1 0.0 0.307
H 4.02006 0.10324 -2.68016 -0.2 0.0 0.0 0.179
H 3.70386 -1.61276 -2.34033 0.0 0.0 0.0 0.158
C -5.39976 -0.76365 0.80015 -0.3 -0.1 -0.3 -0.381
C -5.32102 -2.25382 1.06936 -0.2 0.0 0.3 -0.441
O -3.94223 -2.56934 0.85424 0.2 0.2 -0.2 -0.375
S -3.01832 -1.34510 1.31623 -0.5 -0.5 0.2 1.394
O -2.57045 -1.55515 2.63960 0.1 0.1 -0.1 -0.624
O -2.14396 -1.02840 0.24716 0.2 -0.4 0.2 -0.472
O -4.19324 -0.24458 1.36890 -0.5 -1.0 0.2 -0.449
H -5.40897 -0.54874 -0.27048 0.0 0.0 0.0 0.241
H -6.25188 -0.28867 1.27861 0.1 0.1 0.1 0.381
H -5.92942 -2.84063 0.38717 0.1 0.0 -0.1 0.323
H -5.58383 -2.49365 2.10169 0.0 0.0 0.0 0.311
C -2.79848 2.03044 0.72057 0.4 -0.2 0.4 0.109
C -2.78779 1.61739 -0.73438 0.4 0.1 -0.1 -0.413
O -4.12835 1.93000 -1.18131 -0.3 0.0 0.1 -0.364
S -4.66293 3.21799 -0.42281 0.5 -0.1 0.1 1.196
O -4.49884 4.37368 -1.23185 -0.1 0.1 0.0 -0.631
O -5.94967 2.91280 0.10632 -0.3 -0.1 0.0 -0.539
O -3.58689 3.24522 0.73644 -0.2 0.2 -0.3 -0.442
H -3.29627 1.28732 1.34440 0.4 0.9 -0.3 0.224
H -1.80705 2.22958 1.11343 0.0 0.3 0.0 0.363
H -2.59600 0.55680 -0.87433 -0.2 0.3 -0.1 0.227
H -2.07687 2.20035 -1.32191 0.0 0.0 0.0 0.493
C -8.72716 3.26917 -1.50186 0.2 0.1 -0.1 -0.192
C -9.56952 4.44971 -1.07000 -0.1 -0.1 0.2 -0.308
O -10.29894 4.80503 -2.25711 0.1 0.0 -0.1 -0.324
S -10.63132 3.49383 -3.10298 0.1 0.0 0.1 1.085
O -11.94734 3.04969 -2.80812 0.0 -0.1 0.0 -0.541
O -10.22965 3.71821 -4.44424 -0.1 0.0 -0.1 -0.542
O -9.60221 2.52385 -2.37228 -0.1 0.0 0.1 -0.307
H -7.85052 3.58431 -2.06767 0.0 0.0 0.0 0.232
H -8.41519 2.64147 -0.67410 -0.1 -0.1 -0.1 0.284
H -8.97426 5.29780 -0.74631 0.0 0.1 -0.1 0.288
H -10.28254 4.17689 -0.28992 0.0 0.0 0.0 0.311
C 8.44991 -0.17393 -1.82870 0.2 0.1 0.0 -0.216
C 7.99087 1.15839 -1.27491 -0.2 -0.1 0.2 -0.227
O 7.69385 1.93185 -2.45783 0.2 0.0 0.0 -0.335
S 7.11469 0.98109 -3.58976 -0.1 0.0 0.2 1.074
O 5.69179 1.02583 -3.56571 0.1 0.0 -0.2 -0.521
O 7.81853 1.22205 -4.79579 0.0 0.1 -0.1 -0.569
O 7.56906 -0.39918 -2.94674 -0.1 0.0 0.1 -0.285
H 9.47636 -0.13088 -2.19647 0.0 0.0 0.0 0.276
H 8.33884 -0.98609 -1.12118 -0.2 -0.1 0.0 0.229
H 8.75763 1.67104 -0.70298 0.0 0.1 -0.1 0.308
H 7.08351 1.06029 -0.67703 0.0 0.0 0.0 0.224
```
Forces are in eV/Å.

The value obtained for the HOMO energy is -5.260 eV. The net charge is -1.



Record 3
The following is a quantum chemistry calculation of the ion C15H28FN7O2PS with charge -1 at a distorted geometry, from OMol25.

Structure (XYZ):
```
55
Properties=species:S:1:pos:R:3:forces:R:3:nbo_charge:R:1
C -3.47661 -2.12092 1.66457 -0.5 -0.6 -0.6 -0.353
C -2.53478 -2.53676 1.02930 1.2 -0.1 0.1 0.062
C -1.33758 -2.98162 0.23662 -1.4 -0.3 0.7 -0.828
P -0.11052 -1.54012 -0.36845 -1.1 2.2 -0.2 1.601
N -1.52711 -0.44560 -0.26736 -0.6 0.2 -0.3 -1.219
C -0.44706 -2.15803 -2.16533 0.5 -1.3 -1.1 -0.546
N -1.75480 -1.93399 -2.81864 -0.1 0.2 0.1 -0.877
C 0.92890 0.00439 -0.96745 1.0 -0.4 -0.4 -0.740
C 0.66659 0.68471 -2.32557 0.4 1.1 -0.4 -0.400
C -0.68450 1.36983 -2.64439 0.1 0.2 -0.4 -0.418
C -0.99578 2.64765 -1.84581 -1.0 0.2 -0.7 -0.211
N -0.06452 3.77963 -2.12851 -0.2 -0.1 0.8 -0.637
C 0.23166 4.41320 -0.92046 0.4 0.5 0.8 0.581
N 1.40190 4.43297 -0.42345 0.3 0.1 -0.5 -0.703
N -0.88292 5.03178 -0.21541 -0.3 -0.5 -0.5 -0.889
C 0.27884 -0.98489 1.44215 0.2 -0.3 1.7 -0.776
C 0.23956 -2.04964 2.57827 0.0 0.6 0.3 -0.494
S 1.40281 -1.65044 3.98241 -0.2 0.1 -0.3 0.260
C 1.46205 0.09579 4.17687 0.1 0.5 0.0 0.299
N 2.30973 0.62597 4.98447 1.3 -1.1 1.0 -0.350
N 2.20334 1.98894 4.95023 -0.5 0.2 -0.3 -0.293
C 1.26119 2.21035 4.11048 0.0 0.7 0.0 0.272
O 0.73800 1.08991 3.58738 -0.7 -0.5 -0.7 -0.425
C 1.41268 -2.74049 -0.46061 1.3 0.2 -0.5 -0.880
C 2.57740 -2.59980 0.48780 -0.1 -1.6 0.7 0.886
O 2.89439 -3.50119 1.20776 0.2 0.2 0.2 -0.591
F 3.37963 -1.49162 0.57277 -0.9 0.0 -0.8 -0.358
H -4.49701 -1.87898 1.89317 0.5 0.1 0.3 0.219
H -0.80977 -3.80181 0.75035 -0.2 0.3 0.0 0.220
H -1.84653 -3.47156 -0.61656 0.5 0.2 0.0 0.226
H -1.29781 0.52863 -0.13697 0.1 -0.1 -0.1 0.345
H -2.26118 -0.51083 -0.95825 0.1 -0.3 -0.1 0.377
H -0.30059 -3.26168 -2.10957 -0.2 0.5 0.2 0.170
H 0.35306 -1.92079 -2.89995 -0.2 0.4 0.6 0.177
H -2.22808 -2.81071 -3.00299 0.0 0.1 0.0 0.351
H -1.62909 -1.45986 -3.70509 -0.1 -0.1 0.1 0.350
H 1.99440 -0.31379 -1.00178 -0.4 0.3 0.0 0.206
H 0.92420 0.81386 -0.20972 -0.2 -0.4 -0.2 0.198
H 1.39612 1.53167 -2.35959 -0.2 -0.4 0.0 0.181
H 0.95956 0.12444 -3.23352 -0.2 -0.3 0.6 0.193
H -1.55747 0.70014 -2.61879 0.4 0.1 0.3 0.234
H -0.62904 1.69402 -3.70775 0.0 0.0 0.4 0.188
H -2.00257 2.98083 -2.16398 0.3 -0.2 0.3 0.195
H -1.05696 2.50551 -0.75482 0.2 -0.4 -0.3 0.173
H 0.79344 3.47625 -2.57467 0.0 -0.1 0.3 0.385
H 1.38233 4.92428 0.46803 0.1 0.0 -0.1 0.325
H -1.22624 4.39689 0.50103 -0.1 0.0 -0.2 0.373
H -0.56727 5.86593 0.26378 0.1 -0.1 -0.1 0.367
H -0.43749 -0.22351 1.78905 0.1 -0.3 -0.6 0.237
H 1.24845 -0.46116 1.55063 -0.2 -0.5 -0.6 0.214
H -0.74024 -2.13473 3.06938 0.2 0.0 -0.5 0.230
H 0.56250 -3.05707 2.27370 0.1 0.4 0.2 0.230
H 0.88735 3.17789 3.79096 0.0 -0.4 0.0 0.189
H 1.86523 -2.68068 -1.47261 -0.3 0.4 0.3 0.238
H 1.08688 -3.79013 -0.39876 0.2 0.4 0.4 0.239
```
Forces are in eV/Å.

The value obtained for the HOMO energy is -4.264 eV. The net charge is -1.



Record 4
The following is a quantum chemistry calculation of the molecule C15H28N2O2, from OMol25.

Structure (XYZ):
```
47
Properties=species:S:1:pos:R:3:forces:R:3:nbo_charge:R:1
O -0.91952 -2.89613 1.60583 0.1 0.0 0.4 -0.626
C -1.06208 -2.54398 0.45510 -0.5 0.0 -0.4 0.684
N -0.11147 -2.73049 -0.49314 0.3 0.0 -0.4 -0.625
H -0.25557 -2.34366 -1.41122 -0.1 0.0 0.1 0.390
C 1.21783 -3.19074 -0.15919 0.2 0.1 0.4 -0.221
C 2.13104 -2.04592 0.28977 -0.1 0.1 -0.3 -0.436
C 2.37246 -1.02886 -0.83679 0.0 -0.2 0.2 -0.203
N 3.15363 0.14162 -0.49932 0.1 0.1 0.0 -0.447
C 4.52286 -0.12656 -0.10154 0.1 0.3 0.0 -0.253
C 5.27759 1.20406 -0.06269 0.1 -0.4 -0.1 -0.070
O 4.67803 2.10610 0.83718 0.1 0.0 0.2 -0.522
C 3.33447 2.33872 0.48566 -0.4 0.0 0.0 -0.070
C 2.53294 1.03562 0.46069 0.2 0.3 0.0 -0.253
H 1.50724 1.24114 0.14726 0.0 0.0 0.0 0.202
H 2.51796 0.61185 1.47882 -0.1 0.0 0.0 0.171
H 2.93652 3.02577 1.23434 0.0 0.0 -0.1 0.192
H 3.28574 2.80856 -0.50847 0.0 0.0 0.1 0.164
H 6.30196 1.06013 0.28499 0.0 0.0 -0.1 0.191
H 5.28934 1.63901 -1.07360 0.0 -0.1 0.1 0.164
H 4.98420 -0.79001 -0.83577 0.0 0.0 0.0 0.203
H 4.58338 -0.59499 0.89540 0.0 0.0 -0.1 0.170
H 2.88298 -1.52790 -1.66750 -0.1 0.0 0.0 0.189
H 1.40954 -0.66022 -1.20395 0.0 -0.1 -0.1 0.185
H 1.66033 -1.55226 1.14114 0.0 0.0 0.1 0.214
H 3.08223 -2.46713 0.61759 0.0 0.0 0.1 0.206
H 1.64039 -3.70220 -1.02745 0.0 0.0 0.0 0.192
H 1.10827 -3.90271 0.66254 0.1 0.0 -0.2 0.232
C -2.30431 -1.83738 -0.05733 0.2 0.2 0.3 -0.494
C -2.05419 -0.32486 -0.06356 -0.3 -0.1 -0.3 -0.373
C -3.26014 0.46711 -0.56925 0.3 -0.1 0.1 -0.218
C -2.97145 1.98515 -0.62799 0.0 0.0 0.0 -0.402
H -3.14531 2.36045 -1.63702 0.0 0.0 0.0 0.205
C -3.95217 2.64002 0.34757 -0.1 0.1 -0.1 -0.401
H -3.52260 2.66837 1.35003 0.0 0.0 0.1 0.196
H -4.20882 3.65749 0.05612 0.0 0.1 0.1 0.210
C -5.15028 1.69765 0.33223 0.1 0.0 0.2 -0.397
H -5.81801 1.84782 1.17929 -0.1 0.0 0.0 0.211
H -5.72113 1.83539 -0.58775 -0.1 0.0 0.0 0.194
C -4.49104 0.32134 0.34251 -0.1 0.0 -0.2 -0.407
H -5.16492 -0.46428 0.00403 0.0 -0.1 0.1 0.213
H -4.16966 0.08349 1.35782 0.0 -0.1 0.1 0.198
H -1.93740 2.20733 -0.36532 0.1 0.0 -0.1 0.205
H -3.50706 0.10585 -1.57250 0.0 0.0 0.0 0.196
H -1.80702 -0.00255 0.95038 0.1 0.1 0.1 0.209
H -1.19314 -0.10486 -0.70229 0.1 0.0 0.0 0.193
H -3.13187 -2.07148 0.61102 0.0 -0.1 0.0 0.233
H -2.55174 -2.18089 -1.06364 0.0 0.0 0.0 0.205
```
Forces are in eV/Å.

The value obtained for the HOMO energy is -8.539 eV. As for the SMILES: O=C(CCC1CCCC1)NCCCN1CCOCC1. The relative energy (zero: lowest compared OMol25 entry of this formula, charge and spin) comes out at 9.8 kcal per mole.



| no. | frontier orbital gap (Ha) | E (eV) | E_LUMO (eV) |
| --- | --- | --- | --- |
| 1 | 0.3163 | -214769.1347 | -0.0544 |
| 2 | 0.2525 | -164466.8456 | 1.6109 |
| 3 | 0.2519 | -53371.9584 | 2.5903 |
| 4 | 0.3410 | -23084.9214 | 0.7396 |